1.
Here is C32H55B3CdN5O6 as an isolated structure in a non-equilibrium geometry from the Open Molecules 2025 dataset. Energies are from ωB97M-V/def2-TZVPD.

## Properties
E_LUMO: -1.988 eV
Gap between HOMO and LUMO: 4.6 eV
Maximum force: 5.008 eV Å⁻¹

Geometry as ORCA input:
```
! RIJCOSX wB97M-V def2-TZVPD def2/J DEFGRID3
* xyz -1 1
Cd 1.171 0.032 -2.946
B -1.332 0.636 -5.119
H -2.241 0.800 -5.677
H -1.104 1.404 -4.396
H -1.511 -0.296 -4.607
H -0.445 0.513 -5.721
B 0.437 -0.210 0.347
H 1.448 -0.575 0.256
H -0.262 -0.771 -0.254
H 0.127 -0.208 1.381
H 0.442 0.814 0.006
B 3.920 1.714 -3.503
H 4.175 0.936 -2.801
H 3.076 2.265 -3.118
H 4.754 2.372 -3.694
H 3.550 1.276 -4.417
O 2.209 7.307 3.220
C 2.640 6.928 2.127
O 2.011 7.165 1.010
C 2.569 6.489 -0.115
C 3.603 5.568 0.551
C 3.999 6.321 1.836
H 3.083 7.228 -0.730
H 1.777 6.000 -0.682
H 4.468 5.499 -0.109
H 3.264 4.561 0.792
H 4.699 7.136 1.656
H 4.324 5.595 2.581
O -7.094 6.589 -1.728
C -6.678 5.514 -1.282
O -5.494 5.345 -0.721
C -5.168 3.999 -0.431
C -6.205 3.301 -1.350
C -7.385 4.171 -1.298
H -5.250 3.870 0.648
H -4.124 3.850 -0.707
H -6.404 2.328 -0.899
H -5.836 3.140 -2.362
H -7.947 4.108 -0.366
H -7.984 4.054 -2.201
O 1.932 -4.293 -5.283
C 1.894 -5.204 -6.115
O 2.522 -6.373 -5.876
C 2.486 -7.241 -6.986
C 1.553 -6.664 -7.990
C 1.159 -5.269 -7.473
H 2.135 -8.213 -6.640
H 3.457 -7.335 -7.471
H 0.686 -7.310 -8.121
H 2.027 -6.621 -8.970
H 0.104 -5.056 -7.300
H 1.609 -4.513 -8.116
N 3.424 1.358 5.510
C 4.672 0.772 5.285
C 5.351 0.708 6.524
C 4.519 1.295 7.501
C 3.342 1.684 6.854
H 2.718 1.470 4.797
H 4.825 0.369 4.295
H 6.305 0.226 6.679
H 4.672 1.290 8.570
H 2.446 2.146 7.241
N 8.448 -1.010 -1.058
C 9.760 -0.800 -1.427
C 10.438 -1.756 -0.716
C 9.508 -2.633 -0.075
C 8.268 -2.077 -0.260
H 7.648 -0.485 -1.382
H 10.031 0.010 -2.089
H 11.513 -1.853 -0.676
H 9.723 -3.486 0.552
H 7.315 -2.477 0.053
N -6.801 -2.564 -3.696
C -8.111 -2.787 -4.032
C -8.649 -3.472 -2.970
C -7.596 -3.864 -2.161
C -6.573 -3.058 -2.462
H -6.033 -2.120 -4.180
H -8.593 -2.352 -4.895
H -9.669 -3.762 -2.764
H -7.732 -4.488 -1.290
H -5.573 -2.950 -2.070
N -3.708 1.661 7.889
C -4.178 2.898 8.313
C -3.718 3.884 7.454
C -2.880 3.259 6.537
C -2.983 1.879 6.722
H -3.905 0.769 8.321
H -4.776 2.948 9.211
H -3.927 4.939 7.548
H -2.351 3.754 5.736
H -2.502 1.070 6.195
N -2.328 -4.272 2.723
C -3.542 -4.624 3.249
C -3.320 -5.934 3.744
C -2.087 -6.370 3.433
C -1.458 -5.346 2.761
H -2.084 -3.380 2.317
H -4.418 -4.007 3.117
H -4.111 -6.518 4.191
H -1.726 -7.366 3.644
H -0.443 -5.250 2.405
*
```

Atom charges from the Mulliken analysis, given in e for atoms 1 to 4: atom 1 (Cd): 1.15, atom 2 (B): 0.14, atom 3 (H): -0.14, atom 4 (H): -0.26

***

2.
Here is a 3-piece molecular cluster, C32H55BrI2N6O6P2 overall in a non-equilibrium geometry from the Open Molecules 2025 dataset. Energies are from ωB97M-V/def2-TZVPD.

## Properties
E_LUMO: -1.523 eV
Gap between HOMO and LUMO: 6.5 eV
Maximum force: 8.766 eV Å⁻¹
SMILES: CCCCCCc1c(I)c(CC(=O)I)cc2c1C(=O)C=C(CC(=O)Br)C2=O.CN(C)P(=O)(N(C)C)N(C)C.CN(C)P(=O)(N(C)C)N(C)C

Geometry as ORCA input:
```
! RIJCOSX wB97M-V def2-TZVPD def2/J DEFGRID3
* xyz 0 1
C -5.407 -3.962 4.473
C -4.335 -3.214 3.528
C -4.783 -1.746 3.054
C -3.527 -0.823 2.580
C -2.990 -1.227 1.126
C -2.094 -0.051 0.425
C -0.598 -0.273 0.928
C 0.240 -1.451 0.288
I -0.742 -2.652 -1.276
C 1.712 -1.778 0.736
C 2.526 -2.998 0.057
C 2.611 -4.296 0.987
O 3.700 -4.518 1.584
I 0.973 -5.709 1.238
C 2.322 -0.880 1.869
C 1.513 0.270 2.507
C 0.039 0.592 2.038
C -0.715 1.809 2.781
O -1.477 2.617 2.183
C -0.363 1.929 4.364
C 0.972 1.626 4.790
C 1.264 1.707 6.365
C 0.822 0.302 7.045
O 1.628 -0.371 7.720
Br -1.033 -0.429 6.888
C 2.089 1.183 3.708
O 3.287 1.548 3.778
H -4.863 -4.388 5.393
H -6.244 -3.289 4.862
H -5.878 -4.857 3.929
H -4.180 -3.895 2.607
H -3.359 -3.115 4.112
H -5.354 -1.249 3.926
H -5.510 -1.835 2.166
H -3.913 0.255 2.575
H -2.714 -0.898 3.402
H -2.294 -2.130 1.262
H -3.876 -1.445 0.428
H -2.144 -0.089 -0.716
H -2.570 0.931 0.753
H 2.121 -3.222 -0.994
H 3.617 -2.648 -0.104
H 3.391 -1.120 2.215
H -1.173 2.212 5.134
H 0.609 2.557 6.786
H 2.344 1.992 6.620
C -1.070 -4.967 -6.749
N -0.238 -4.682 -5.589
C -0.470 -3.295 -5.182
P 1.354 -5.279 -5.247
O 1.151 -5.171 -3.724
N 1.299 -7.012 -5.210
C 0.175 -7.784 -5.710
C 1.802 -7.657 -3.995
N 1.678 -5.372 -6.992
C 2.724 -6.328 -7.420
C 2.143 -4.054 -7.492
H -0.712 -4.472 -7.659
H -2.094 -4.615 -6.578
H -1.175 -6.025 -6.957
H -0.129 -2.584 -5.944
H 0.049 -3.054 -4.252
H -1.533 -3.112 -4.997
H -0.751 -7.551 -5.172
H 0.356 -8.860 -5.613
H 0.037 -7.631 -6.781
H 1.058 -7.642 -3.191
H 2.711 -7.165 -3.638
H 2.074 -8.700 -4.188
H 3.646 -6.196 -6.846
H 2.958 -6.200 -8.483
H 2.403 -7.365 -7.330
H 3.077 -3.755 -7.006
H 1.406 -3.272 -7.309
H 2.298 -4.079 -8.574
C 2.319 6.271 2.464
N 0.890 6.400 2.711
C 0.412 5.156 3.316
P -0.286 7.236 1.749
O -1.189 7.519 2.962
N 0.189 8.898 1.615
C 1.509 9.382 1.979
C -0.800 9.897 2.027
N 0.679 6.890 0.297
C 0.493 7.803 -0.854
C 0.339 5.544 -0.229
H 2.547 5.591 1.635
H 2.823 5.869 3.352
H 2.813 7.217 2.274
H 0.496 4.310 2.625
H -0.635 5.225 3.623
H 0.979 4.914 4.221
H 1.731 9.202 3.037
H 1.605 10.457 1.794
H 2.280 8.932 1.351
H -0.823 10.018 3.116
H -1.801 9.620 1.685
H -0.582 10.873 1.580
H -0.567 7.930 -1.095
H 1.006 7.419 -1.742
H 0.932 8.785 -0.681
H -0.714 5.490 -0.521
H 0.521 4.765 0.512
H 0.960 5.293 -1.093
*
```

Atom charges from the Mulliken analysis, given in e for atoms 1 to 4: atom 1 (C): -0.96, atom 2 (C): -0.21, atom 3 (C): -0.79, atom 4 (C): -0.30

***

3.
Here is a 6-piece molecular cluster, C32H55NO21S overall in a non-equilibrium geometry from the Open Molecules 2025 dataset. Energies are from ωB97M-V/def2-TZVPD.

## Properties
E_LUMO: -0.948 eV
Gap between HOMO and LUMO: 8.2 eV
Maximum force: 9.446 eV Å⁻¹
SMILES: Cc1ccccc1CN(C(=O)OCC(=O)O)S(C)(=O)=O.CCOC(=O)OC.CCOC(=O)OC.CCOC(=O)OC.CCOC(=O)OC.CCOC(=O)OC

Geometry as ORCA input:
```
! RIJCOSX wB97M-V def2-TZVPD def2/J DEFGRID3
* xyz 0 1
C 1.852 0.420 3.732
C 0.606 -0.219 4.584
C -0.127 0.777 5.687
C -1.404 0.277 6.599
C -1.960 -1.283 6.460
C -1.212 -2.248 5.355
C 0.043 -1.780 4.409
C 0.708 -2.818 3.277
N 0.156 -2.370 1.943
C 1.083 -2.669 0.786
O 1.845 -3.765 0.643
O 1.126 -1.634 -0.300
C 1.460 -0.315 0.262
C 1.459 0.892 -0.896
O 1.258 0.675 -2.203
O 1.653 2.271 -0.336
S -1.482 -2.906 1.664
C -2.543 -1.317 1.621
O -1.995 -3.933 2.713
O -1.585 -3.539 0.231
H 1.513 1.096 2.838
H 2.622 -0.385 3.319
H 2.501 1.127 4.443
H 0.264 1.885 5.777
H -1.923 1.024 7.353
H -2.864 -1.676 7.093
H -1.606 -3.357 5.231
H 0.481 -3.955 3.536
H 1.878 -2.600 3.295
H 2.526 -0.408 0.772
H 0.682 0.068 1.082
H 1.299 2.220 0.621
H -1.855 -0.415 1.993
H -3.500 -1.397 2.304
H -2.816 -1.038 0.493
C -1.863 3.609 -2.647
C -1.712 2.114 -2.864
O -2.718 1.392 -2.142
C -3.945 1.359 -2.719
O -4.252 1.870 -3.784
O -4.779 0.675 -1.896
C -6.131 0.634 -2.348
H -1.881 3.844 -1.577
H -1.039 4.154 -3.116
H -2.804 3.978 -3.067
H -0.743 1.786 -2.472
H -1.734 1.855 -3.929
H -6.196 0.268 -3.378
H -6.582 1.628 -2.262
H -6.683 -0.054 -1.703
C -4.009 0.621 -6.066
C -3.298 -0.608 -5.528
O -3.803 -1.798 -6.145
C -3.329 -2.061 -7.389
O -2.517 -1.389 -8.005
O -3.931 -3.190 -7.839
C -3.581 -3.538 -9.176
H -5.095 0.511 -5.971
H -3.695 1.518 -5.527
H -3.798 0.767 -7.130
H -3.493 -0.699 -4.454
H -2.211 -0.533 -5.652
H -2.494 -3.585 -9.305
H -4.022 -2.820 -9.875
H -3.994 -4.527 -9.389
C 3.151 -6.773 0.079
C 4.134 -5.779 0.672
O 5.263 -6.458 1.236
C 6.204 -6.870 0.350
O 6.174 -6.702 -0.859
O 7.175 -7.520 1.038
C 8.193 -8.079 0.211
H 2.875 -7.531 0.820
H 2.245 -6.264 -0.263
H 3.589 -7.305 -0.771
H 3.651 -5.233 1.489
H 4.454 -5.036 -0.067
H 8.616 -7.328 -0.464
H 7.790 -8.925 -0.355
H 8.993 -8.446 0.860
C 4.088 2.099 -2.037
C 3.686 2.070 -3.501
O 4.100 3.271 -4.165
C 5.409 3.325 -4.518
O 6.240 2.450 -4.333
O 5.640 4.530 -5.096
C 7.004 4.752 -5.444
H 3.720 3.010 -1.554
H 3.688 1.229 -1.509
H 5.177 2.099 -1.925
H 2.595 2.025 -3.577
H 4.081 1.184 -4.012
H 7.398 3.934 -6.056
H 7.604 4.879 -4.537
H 7.060 5.675 -6.028
C -4.854 6.787 8.584
C -3.410 6.330 8.681
O -3.218 5.100 7.970
C -3.098 5.213 6.624
O -3.127 6.253 5.985
O -2.961 3.967 6.107
C -2.906 3.935 4.683
H -5.534 5.990 8.905
H -5.024 7.670 9.206
H -5.123 7.036 7.552
H -3.161 6.133 9.729
H -2.716 7.100 8.325
H -2.138 4.613 4.298
H -3.887 4.186 4.267
H -2.650 2.917 4.376
*
```

Atom charges from the Mulliken analysis, given in e for atoms 1 to 4: atom 1 (C): -0.81, atom 2 (C): 0.66, atom 3 (C): -0.61, atom 4 (C): -0.33

***

4.
Here is C32H56As2F12HfN8 as an isolated structure in a non-equilibrium geometry from the Open Molecules 2025 dataset. Energies are from ωB97M-V/def2-TZVPD.

## Properties
E_LUMO (spin up / spin down): -6.572 / -6.125 eV
Gap between HOMO and LUMO (spin up / spin down): 6.2 / 6.6 eV
Maximum force: 8.184 eV Å⁻¹
<S²>: 0.75

Geometry as ORCA input:
```
! RIJCOSX wB97M-V def2-TZVPD def2/J DEFGRID3
* xyz 1 2
Hf 4.993 0.181 0.259
As 3.622 -2.705 3.027
F 1.977 -2.020 3.149
F 4.029 -1.380 1.876
F 5.332 -3.293 2.964
F 3.144 -4.004 4.239
F 3.174 -3.815 1.681
F 4.101 -1.661 4.407
As 0.704 -0.170 0.095
F 0.719 -1.787 0.897
F -1.112 -0.268 -0.008
F 0.805 1.420 -0.726
F 2.558 -0.074 0.319
F 1.036 -0.948 -1.428
F 0.527 0.636 1.661
C 0.569 4.174 1.602
C 1.400 5.092 0.660
C 1.913 4.420 -0.669
C 2.743 3.305 -0.352
N 3.405 2.345 -0.166
H 1.083 3.279 1.954
H -0.419 3.877 1.252
H 0.326 4.766 2.484
H 2.281 5.440 1.199
H 0.804 5.983 0.461
H 2.419 5.179 -1.265
H 1.122 4.018 -1.303
C 0.775 -5.558 -2.418
C 1.490 -4.231 -2.051
C 2.933 -4.355 -1.435
C 3.515 -3.046 -1.025
N 3.979 -2.050 -0.689
H 1.121 -6.049 -3.328
H -0.284 -5.370 -2.592
H 0.808 -6.319 -1.639
H 0.849 -3.762 -1.304
H 1.422 -3.543 -2.894
H 3.604 -4.846 -2.140
H 2.990 -4.994 -0.554
C -4.244 -1.165 3.521
C -3.798 0.048 2.702
C -2.287 0.316 2.935
C -1.941 0.592 4.323
N -1.568 0.802 5.411
H -3.681 -2.072 3.303
H -5.296 -1.348 3.301
H -4.125 -0.991 4.590
H -4.329 0.953 2.995
H -3.994 -0.137 1.645
H -1.991 1.133 2.277
H -1.666 -0.494 2.552
C 2.486 -1.854 -4.983
C 1.475 -0.742 -4.722
C 2.068 0.532 -4.160
C 3.009 0.379 -3.036
N 3.746 0.315 -2.154
H 1.939 -2.755 -5.264
H 3.104 -1.968 -4.092
H 3.212 -1.499 -5.713
H 0.697 -1.051 -4.024
H 0.977 -0.520 -5.667
H 1.302 1.251 -3.867
H 2.614 1.067 -4.938
C 1.921 3.843 5.004
C 2.390 2.528 5.644
C 2.180 1.283 4.806
C 2.880 1.211 3.516
N 3.418 1.131 2.440
H 2.395 4.021 4.038
H 2.228 4.640 5.682
H 0.843 3.851 4.844
H 1.942 2.333 6.618
H 3.434 2.755 5.862
H 1.155 1.051 4.516
H 2.580 0.422 5.343
C -1.948 0.223 -3.295
C -2.545 -0.138 -4.622
C -2.826 1.009 -5.532
C -1.668 1.911 -5.732
N -0.739 2.583 -5.827
H -2.574 0.792 -2.608
H -1.034 0.803 -3.417
H -1.699 -0.748 -2.867
H -3.519 -0.574 -4.399
H -1.918 -0.902 -5.079
H -3.657 1.572 -5.106
H -3.192 0.688 -6.507
C -3.056 -4.728 2.021
C -1.964 -3.851 1.514
C -2.124 -3.482 -0.003
C -3.218 -2.520 -0.195
N -4.000 -1.695 -0.357
H -4.063 -4.334 1.888
H -2.973 -4.953 3.085
H -3.131 -5.662 1.465
H -0.981 -4.307 1.632
H -2.031 -2.969 2.150
H -2.294 -4.328 -0.668
H -1.270 -2.961 -0.436
C -3.364 3.594 0.568
C -2.494 2.653 -0.361
C -1.926 3.513 -1.581
C -3.058 3.946 -2.452
N -3.945 4.255 -3.115
H -3.976 3.054 1.290
H -4.107 4.108 -0.043
H -2.677 4.239 1.116
H -3.156 1.855 -0.696
H -1.644 2.247 0.186
H -1.291 2.953 -2.268
H -1.471 4.424 -1.194
*
```

Atom charges from the Mulliken analysis, given in e for atoms 1 to 4: atom 1 (Hf): 1.79, atom 2 (As): 1.94, atom 3 (F): -0.36, atom 4 (F): -0.27